DFT (the ωB97M-V functional and the def2-TZVPD basis) results for a cluster of 3 separate species, C3H11NO4 in total at a distorted geometry.

Cartesian coordinates (Å):
C: 1.4379 -0.7671 -1.0693
C: 0.9554 0.6365 -0.4967
C: -0.0223 0.3049 0.5930
O: -0.8848 1.4907 0.7923
O: 0.6687 -0.1434 1.6721
N: 0.3625 -1.2383 -1.8871
H: 2.3967 -0.7502 -1.7642
H: 1.4884 -1.4348 -0.1961
H: 1.7512 1.1295 0.0378
H: 0.3713 1.2640 -1.1719
H: -0.7093 -0.4817 0.0959
H: 0.1304 -2.1644 -1.8808
H: -0.4526 -0.6307 -2.0541
H: -2.4878 0.8036 -1.9488
H: -0.2058 -0.3734 2.9672
O: -1.6923 0.9579 -1.5186
H: -0.9233 0.3845 4.1192
H: -1.3486 1.5737 -0.0718
O: -0.8356 -0.5614 3.7817

Values from the calculation:
gap between HOMO and LUMO	4.47	eV
energy above the lowest of the compared OMol25 structures with the same formula, charge and spin	889.6	kJ/mol

=====

DFT (the ωB97M-V functional and the def2-TZVPD basis) results for a cluster of 8 separate species, C27H38O21 in total at a distorted geometry.

Cartesian coordinates (Å):
O: 1.7281 1.8139 0.6246
C: 1.6624 2.8721 0.0659
C: 0.6262 4.0040 0.2191
C: 1.2154 5.1125 -0.6950
C: 1.8669 4.2158 -1.7354
O: 2.4660 3.1870 -0.9165
H: -0.3637 3.6092 -0.1330
H: 0.5723 4.3625 1.2750
H: 0.4943 5.7786 -1.1025
H: 1.9137 5.7870 -0.2663
H: 1.1687 3.6909 -2.3873
H: 2.6940 4.6152 -2.3297
O: -1.6107 -2.4439 -4.3407
C: -2.4816 -1.8455 -3.8175
C: -3.6276 -1.0731 -4.5276
C: -4.6570 -0.9509 -3.4714
C: -3.8585 -1.0251 -2.1582
O: -2.6677 -1.8121 -2.4670
H: -3.2771 -0.1961 -5.0794
H: -3.9878 -1.7387 -5.3290
H: -5.2426 -0.0038 -3.4395
H: -5.3858 -1.7022 -3.4585
H: -3.6065 -0.0362 -1.6755
H: -4.3385 -1.5326 -1.3058
O: 4.4085 -1.0890 0.5878
C: 4.0487 -0.5310 -0.4142
C: 4.6821 0.6179 -1.1970
C: 4.1006 0.4867 -2.5391
C: 2.7199 0.1273 -2.1463
O: 2.9241 -0.8308 -1.0624
H: 4.4783 1.5531 -0.7127
H: 5.7854 0.4553 -1.1273
H: 4.1001 1.4060 -2.9821
H: 4.6521 -0.2289 -3.0607
H: 2.1055 0.9616 -1.7706
H: 2.1410 -0.3694 -2.9609
O: -0.7613 3.3796 3.5820
C: 0.1370 2.6040 3.6557
O: -0.0459 1.2624 3.4516
C: 1.2937 0.6426 3.6953
C: 2.2721 1.8502 3.9726
O: 1.4124 2.9520 3.8480
H: 1.2551 -0.0366 4.5104
H: 1.4250 0.0841 2.7514
H: 3.0045 1.9520 3.2286
H: 2.7141 1.7640 4.9447
O: 3.9258 -7.2195 0.0927
C: 3.7492 -6.0670 -0.0852
O: 3.3192 -5.2245 0.9138
C: 3.0939 -3.9460 0.4279
C: 3.2949 -4.0801 -1.0768
O: 3.9119 -5.3522 -1.2260
H: 2.0763 -3.6880 0.6811
H: 3.7729 -3.2865 0.8838
H: 4.0578 -3.3897 -1.4140
H: 2.4120 -3.9907 -1.7232
O: -3.8542 2.4942 -1.2777
C: -3.6726 3.2867 -0.3591
O: -4.0227 3.0391 0.9226
C: -3.4618 4.1455 1.7838
C: -2.9734 5.1267 0.7631
O: -3.1069 4.4879 -0.4646
H: -4.2783 4.5846 2.3853
H: -2.6973 3.6500 2.3956
H: -1.9555 5.4139 0.8689
H: -3.5161 6.0821 0.7905
O: -0.2245 1.8994 -1.9907
C: -0.4431 0.9856 -1.2675
O: -0.0103 -0.3003 -1.4513
C: -0.0987 -1.0086 -0.2396
C: -1.1209 -0.1895 0.5568
O: -1.1846 1.0828 -0.1927
H: -0.4629 -2.0081 -0.5254
H: 0.8880 -1.1633 0.2049
H: -0.8957 0.0211 1.6216
H: -2.1220 -0.6072 0.5668
O: -1.0955 -2.7174 1.8236
C: -1.6340 -3.6831 2.1973
O: -2.8584 -4.1250 1.7145
C: -3.4687 -5.0951 2.6587
C: -2.1698 -5.6479 3.3681
O: -1.2127 -4.4981 3.1385
H: -4.1881 -4.5826 3.2678
H: -3.9997 -5.8641 2.0792
H: -1.6827 -6.5071 2.9207
H: -2.2466 -5.7596 4.4622

Values from the calculation:
gap between HOMO and LUMO	10.39	eV

=====

DFT (the ωB97M-V functional and the def2-TZVPD basis) results for a cluster of 4 separate species, C35H75BN4O11P in total at a distorted geometry.

Cartesian coordinates (Å):
C: -3.4031 -1.3737 3.7234
C: -2.2800 -1.7094 3.9818
C: -0.9002 -2.0224 4.3441
C: -0.8400 -3.2431 5.3601
C: -1.2363 -2.6098 6.6980
C: -1.2626 -3.4800 7.9398
C: -0.0402 -3.6331 8.7984
N: -2.3384 -4.0458 8.3133
O: -1.7837 -4.1875 4.9304
P: -1.0610 -5.3590 3.8334
C: -1.7841 -6.8467 4.7902
B: -1.9513 -6.6088 6.3320
O: -3.1966 -6.5925 6.9359
O: -0.8296 -6.4611 7.1367
O: -2.4854 -5.2971 2.8232
C: -2.2326 -5.1914 1.4588
C: -2.3890 -3.7572 0.9302
C: -3.8663 -3.3710 0.9455
C: -1.6956 -3.5810 -0.4545
C: -0.8176 -2.3054 -0.4700
C: -2.6774 -3.4897 -1.6336
O: 0.3329 -5.3136 4.8999
C: 0.5424 -3.9960 5.3037
C: 1.5854 -3.2820 4.5241
C: 2.3226 -2.6182 3.8454
H: -4.3176 -0.9059 3.4505
H: -0.3221 -2.2442 3.4521
H: -0.4821 -1.1277 4.8128
H: -2.2440 -2.2056 6.5946
H: -0.5650 -1.7615 6.8719
H: 0.8868 -3.5513 8.2368
H: -0.0438 -2.8040 9.5163
H: -0.1040 -4.5562 9.3676
H: -3.0814 -3.8153 7.6511
H: -0.3417 -6.2876 2.9828
H: -0.5248 -4.2833 3.0459
H: -2.7013 -7.1624 4.2975
H: -1.0609 -7.6617 4.6545
H: -3.1841 -6.0422 7.7275
H: -0.0881 -6.8133 6.6354
H: -1.2419 -5.5803 1.1768
H: -2.9686 -5.8159 0.9245
H: -1.8690 -3.0980 1.6278
H: -4.0383 -2.3669 0.5526
H: -4.4787 -4.0983 0.4077
H: -4.1983 -3.3856 1.9850
H: -1.0673 -4.4559 -0.6432
H: 0.2481 -2.5382 -0.5020
H: -1.0534 -1.7087 -1.3549
H: -1.0241 -1.6763 0.3982
H: -3.3047 -4.3746 -1.7496
H: -2.0992 -3.3788 -2.5585
H: -3.2799 -2.5852 -1.5531
H: 0.9941 -4.0848 6.2992
H: 3.0140 -2.1431 3.1930
C: 4.6171 -1.0235 -1.8893
O: 4.4282 0.3479 -2.1805
C: 4.6603 0.7039 -3.5371
C: 3.3664 1.0845 -4.2253
N: 2.5114 -0.0791 -4.4190
C: 1.1551 0.2315 -4.8587
C: 0.2678 1.0521 -3.9272
O: -0.0871 0.3853 -2.7332
C: 0.8486 0.4936 -1.6735
H: 4.5714 -1.1354 -0.8075
H: 3.8387 -1.6515 -2.3351
H: 5.5952 -1.3712 -2.2362
H: 5.1760 -0.0985 -4.0735
H: 5.3188 1.5780 -3.5290
H: 3.5927 1.5233 -5.2029
H: 2.8866 1.8579 -3.6115
H: 2.4571 -0.5928 -3.5492
H: 0.6503 -0.7213 -5.0365
H: 1.2113 0.7448 -5.8249
H: -0.6715 1.2351 -4.4576
H: 0.6959 2.0372 -3.7022
H: 1.3700 1.4547 -1.6965
H: 1.5744 -0.3232 -1.6938
H: 0.2978 0.4163 -0.7361
C: 7.5056 7.6622 -5.4680
O: 7.8716 6.9691 -4.2927
C: 7.7510 7.7297 -3.0966
C: 6.6256 7.2121 -2.2266
N: 5.3255 7.4855 -2.8246
C: 4.2022 6.8253 -2.1649
C: 4.1634 5.3009 -2.1638
O: 3.9634 4.7233 -3.4405
C: 5.1290 4.5403 -4.2212
H: 7.7940 7.0411 -6.3145
H: 6.4264 7.8430 -5.5218
H: 8.0289 8.6203 -5.5433
H: 7.6141 8.7918 -3.3211
H: 8.6917 7.6206 -2.5494
H: 6.6770 7.7051 -1.2512
H: 6.7978 6.1384 -2.0716
H: 5.3445 7.1984 -3.7944
H: 3.2903 7.1762 -2.6545
H: 4.1571 7.1735 -1.1280
H: 3.2997 4.9996 -1.5657
H: 5.0435 4.8600 -1.6805
H: 6.0097 4.3393 -3.6056
H: 5.3144 5.4040 -4.8666
H: 4.9530 3.6801 -4.8683
C: -7.8192 2.9814 -2.4476
O: -6.5836 3.1523 -3.1103
C: -5.6831 4.0408 -2.4593
C: -4.4939 3.3012 -1.8843
N: -4.8810 2.4761 -0.7491
C: -3.8393 1.5637 -0.2785
C: -3.3535 0.4763 -1.2290
O: -4.3192 -0.5209 -1.5121
C: -5.2216 -0.2255 -2.5558
H: -8.4712 2.4205 -3.1155
H: -7.7126 2.4190 -1.5141
H: -8.2890 3.9456 -2.2285
H: -6.1960 4.6160 -1.6824
H: -5.3235 4.7443 -3.2163
H: -3.7513 4.0332 -1.5513
H: -4.0465 2.7130 -2.6975
H: -5.6952 1.9314 -1.0016
H: -4.2233 1.0695 0.6171
H: -2.9761 2.1592 0.0367
H: -2.5341 -0.0445 -0.7297
H: -2.9367 0.8800 -2.1594
H: -4.7628 0.4003 -3.3269
H: -6.1294 0.2614 -2.1847
H: -5.5204 -1.1729 -3.0072

Values from the calculation:
gap between HOMO and LUMO	6.52	eV
charge	-1
energy above the lowest of the compared OMol25 structures with the same formula, charge and spin	0.0	kJ/mol

=====

DFT (the ωB97M-V functional and the def2-TZVPD basis) results for an isolated molecule of C9H12N2O2S.

Cartesian coordinates (Å):
C: -4.0357 0.1460 1.6578
C: -3.7983 -0.2864 0.2188
O: -2.4114 -0.5425 -0.0277
C: -1.6400 0.5116 -0.2928
O: -2.0234 1.6475 -0.3483
C: -0.2174 0.0613 -0.5582
C: -0.0823 -0.4457 -1.9884
S: 0.8712 1.5046 -0.2666
C: 2.3862 0.6812 0.0331
C: 3.5421 1.4267 0.3121
N: 4.6910 0.8374 0.5489
C: 4.7237 -0.4931 0.5162
C: 3.5855 -1.2301 0.2401
N: 2.4204 -0.6447 -0.0027
H: -5.1014 0.2669 1.8292
H: -3.6472 -0.6020 2.3448
H: -3.5389 1.0942 1.8474
H: -4.1416 0.4902 -0.4722
H: -4.3007 -1.2307 0.0005
H: 0.0804 -0.7151 0.1491
H: -0.7532 -1.2883 -2.1427
H: 0.9397 -0.7731 -2.1627
H: -0.3311 0.3438 -2.6947
H: 3.5181 2.5063 0.3399
H: 5.6796 -0.9550 0.7138
H: 3.5849 -2.3110 0.2052

Values from the calculation:
gap between HOMO and LUMO	9.16	eV
energy above the lowest of the compared OMol25 structures with the same formula, charge and spin	0.0	kJ/mol

=====

DFT (the ωB97M-V functional and the def2-TZVPD basis) results for the ion C21H17BrCl2NO3S with charge +1 at a distorted geometry.

Cartesian coordinates (Å):
O: -0.3393 2.5730 3.3633
O: 0.3573 0.5312 -2.4621
Cl: 4.4534 1.8435 7.9306
Cl: 0.3931 -1.0186 5.7003
Br: -0.6545 0.8692 -9.2501
O: -0.2892 0.2304 3.2780
S: 0.7667 -1.9858 1.1753
C: 0.0703 1.4744 3.7744
C: 0.0040 -0.3857 -3.2106
C: -1.1924 -1.5602 -0.4698
C: -0.9126 -1.5485 0.8847
C: 1.0217 -2.0638 -0.5496
C: 2.9629 2.7829 5.7905
C: 2.4333 0.5736 6.6260
C: 0.0772 1.4634 -6.4971
C: -0.9670 -0.6867 -6.8408
C: 0.1550 1.1521 -5.1328
C: -0.8041 -1.0109 -5.4991
C: 1.9708 2.6581 4.8162
C: 3.1890 1.7402 6.6922
C: 1.3825 0.4559 5.6636
C: -0.5392 0.5266 -7.3649
C: -0.2508 -0.0782 -4.6274
C: 1.1842 1.5127 4.7496
N: -0.0555 -1.8546 -1.2353
C: -2.5008 -1.1656 -1.1038
C: -0.0605 -1.8170 -2.7049
C: -1.5636 0.1859 2.5533
C: -1.8243 -1.2046 2.0456
H: 2.0218 -2.2617 -0.9692
H: 3.5801 3.6734 5.9224
H: 2.6588 -0.2746 7.3124
H: 0.4907 2.4468 -6.7957
H: -1.4652 -1.3606 -7.5603
H: 0.6781 1.8839 -4.5089
H: -1.0749 -2.0328 -5.2053
H: 1.8077 3.4090 4.0619
H: -2.3570 -0.4235 -1.8848
H: -3.0550 -1.9922 -1.5845
H: -3.1403 -0.7047 -0.3358
H: -0.9096 -2.3661 -3.1065
H: 0.8559 -2.3339 -3.0188
H: -2.3481 0.4113 3.3068
H: -1.6240 0.9154 1.7461
H: -1.7243 -1.9401 2.8179
H: -2.8627 -1.2426 1.7069

Values from the calculation:
gap between HOMO and LUMO	7.81	eV
charge	+1
energy above the lowest of the compared OMol25 structures with the same formula, charge and spin	0.0	kJ/mol

=====

DFT (the ωB97M-V functional and the def2-TZVPD basis) results for a structure of composition C3H3ClFO2S at a distorted geometry.

Cartesian coordinates (Å):
C: -0.5563 0.7343 -0.4341
C: 0.2420 0.1142 0.6582
C: -1.4212 -0.4841 -0.3384
O: 2.1631 -0.0771 -1.1131
O: 2.6957 -0.0738 1.3136
F: -1.1559 -1.6125 -1.0350
S: 1.9079 -0.6977 0.2136
Cl: -2.7922 -0.6330 0.6921
H: -1.0830 1.6750 -0.2767
H: 0.0047 0.7511 -1.3703
H: -0.0047 0.3038 1.6901

Values from the calculation:
gap between HOMO and LUMO (spin up / spin down)	5.07 / 6.20	eV
charge	-1
2S+1	3

=====

no.,electronic energy (a.u.)
1,-476.3388
2,-2631.7238
3,-2791.3181
4,-1008.3345
5,-4983.2712
6,-1224.7017